Entry 1:
Below is a 2-piece molecular cluster, C2H8NO2 overall at a distorted geometry, with properties calculated with ωB97M-V/def2-TZVPD.

Structure (ORCA input):
```
! RIJCOSX wB97M-V def2-TZVPD def2/J DEFGRID3
* xyz 1 1
O 1.41 1.25 -0.16
O 1.37 -2.02 0.70
H 0.36 2.88 -0.58
H -1.42 1.17 -1.34
N -0.68 -0.37 -0.12
H -0.94 -0.92 -0.94
H 2.14 -2.17 1.24
C -0.93 1.09 -0.38
H 0.30 -0.59 0.16
H 0.85 -2.82 0.85
H -1.59 1.46 0.37
H -1.28 -0.76 0.60
C 0.39 1.81 -0.40
*
```

For the HOMO energy, the calculation gives -15.044 eV. The calculation puts the LUMO energy at -3.70 eV. The calculation puts the HOMO-LUMO gap at 11.35 eV. As for the energy above the lowest of the compared OMol25 structures with the same formula, charge and spin: 26.2 kcal per mole.

Entry 2:
Below is a 2-piece molecular cluster, C5H20BFN2OP overall at a distorted geometry, with properties calculated with ωB97M-V/def2-TZVPD.

Structure (ORCA input):
```
! RIJCOSX wB97M-V def2-TZVPD def2/J DEFGRID3
* xyz 1 1
H -1.21 -3.62 2.77
H 0.74 -1.37 -0.17
H -3.54 -3.27 2.70
H -3.69 -3.29 0.93
N 3.53 4.27 -2.66
H 1.58 2.86 -0.99
H -1.65 -1.07 0.33
H 2.85 3.66 -3.14
C -0.66 1.17 -1.48
H 1.96 1.13 -1.27
H -1.07 1.81 2.11
C 1.49 1.83 -0.55
H 0.05 -1.40 2.22
H 4.28 3.70 -2.27
H -0.06 0.63 -2.24
F 0.59 -3.80 0.94
C -3.03 -2.98 1.76
H 3.05 4.77 -1.90
H -1.82 -4.75 1.51
H -2.97 -1.88 1.78
H 2.06 1.87 0.40
N 0.09 1.59 -0.28
P -0.30 -1.26 0.82
H -0.94 -3.38 -0.34
H -1.07 2.09 -1.95
O -0.23 1.35 2.17
C -1.64 -3.69 1.76
H -1.54 0.56 -1.22
B -0.13 0.69 0.90
H 3.91 4.94 -3.32
C -0.64 -3.15 0.70
*
```

For the HOMO energy, the calculation gives -9.571 eV. The calculation puts the LUMO energy at -4.55 eV. The calculation puts the HOMO-LUMO gap at 5.03 eV. As for the energy above the lowest of the compared OMol25 structures with the same formula, charge and spin: 7.7 kcal per mole.

Entry 3:
Below is a 9-piece molecular cluster, C66H151N9O14 overall at a distorted geometry, with properties calculated with ωB97M-V/def2-TZVPD.

Structure (ORCA input):
```
! RIJCOSX wB97M-V def2-TZVPD def2/J DEFGRID3
* xyz 0 1
C 0.25 -5.98 -3.74
C 4.47 -1.77 -2.67
C 1.52 -1.01 1.22
H 2.04 3.81 0.52
H -1.56 -4.67 2.68
H -2.71 -5.68 -1.06
H -5.11 2.10 -2.39
H -5.10 1.89 -0.65
H -6.38 4.63 5.32
N 6.19 -3.66 -1.93
C 0.20 4.05 5.55
H 0.45 1.08 -0.51
O -6.86 6.75 -1.01
C -6.75 0.15 -3.08
H -8.46 1.98 -4.09
C -5.25 1.37 -1.60
H -9.02 3.86 -2.19
H 0.05 -4.91 -3.76
C -1.00 1.63 0.47
C -5.95 5.74 -1.49
N 0.88 3.78 3.02
C -9.91 0.68 -1.11
C 6.30 -6.15 -1.78
H -10.03 3.30 -0.85
H 6.40 -6.07 -0.70
H 2.26 -3.54 1.73
C 10.06 4.44 1.48
H 3.64 4.22 0.84
O 1.64 -2.12 0.25
H -5.71 -1.03 -0.53
H 7.78 1.29 0.94
H 0.54 2.15 2.19
C 2.23 4.35 2.73
H -6.28 -0.83 -3.10
C 5.54 -5.00 -2.39
H -7.03 3.03 -0.02
H -9.96 1.06 -3.86
H 6.76 -5.42 -4.23
H -1.67 3.79 2.54
H -2.05 1.92 -2.53
H 6.58 -0.37 -2.81
H -5.52 3.03 5.09
H -2.75 -1.72 -2.95
O -7.64 2.29 -0.05
H -2.87 -1.42 -4.61
H -9.45 -0.30 -0.99
H -8.69 6.16 -1.86
H 5.18 -6.07 -4.24
C 6.22 1.87 2.21
H -0.43 -0.92 7.15
O 3.54 3.02 -3.80
H 7.90 -1.64 -2.53
H -3.09 3.22 -2.68
H -0.04 -3.19 6.36
H 6.86 -1.06 -1.36
C -8.19 -0.03 -3.56
H 3.59 -2.78 0.78
C -7.97 6.98 -1.87
C -9.00 1.65 -1.94
H 1.18 7.61 3.57
H 10.62 4.76 2.36
H 1.33 -5.83 -1.20
O -5.58 4.41 3.56
H 4.03 0.12 2.87
H -7.35 -1.30 -1.02
C -0.39 -8.35 -3.21
C 1.69 1.84 -2.44
C -0.19 5.89 3.70
C 5.29 -3.96 -4.67
H 6.03 -1.91 -4.87
H 0.19 -2.49 -2.82
C 11.80 4.78 -0.05
H -3.86 3.51 0.87
H 3.52 2.87 3.91
H -1.11 3.88 0.49
C 1.00 -0.50 -2.69
H -6.22 0.70 -3.86
H 4.90 1.80 -2.94
H 3.94 3.00 -1.94
C -6.15 3.81 4.65
C -2.11 2.98 -2.27
C -0.15 4.37 3.96
H -3.45 -3.81 1.26
C 5.05 0.08 3.25
C -2.38 0.61 6.93
C -6.67 -0.53 -0.65
H 9.28 2.51 2.12
H 2.37 -0.35 1.03
C 6.86 -1.34 -2.41
H -4.36 0.74 -1.63
C -0.97 -3.79 2.43
H 3.03 1.08 -4.03
H 3.63 -2.34 -3.07
H -1.53 1.78 1.41
N 0.59 0.89 -2.60
H -6.93 -0.18 0.35
C -1.06 -2.82 6.20
H 3.12 4.29 4.86
H 1.35 -6.28 0.45
H 5.19 3.64 -3.01
H -8.56 7.77 -1.42
H 2.96 2.73 1.52
H -2.31 4.55 3.96
H -4.38 6.23 -0.15
C -2.05 -6.76 -4.12
H -0.68 4.13 6.19
H 9.62 5.26 0.91
C -0.89 -6.87 -3.20
H 1.63 -0.69 -3.56
C -9.67 3.05 -1.85
H 0.93 -9.76 -2.27
H -1.21 -9.05 -3.06
N -1.43 -3.33 4.90
O 10.90 3.84 0.55
O -0.97 -1.17 -3.94
H -2.17 0.58 8.00
H -1.29 3.41 -2.85
O -2.15 3.20 -0.90
C 0.05 -8.44 -0.75
H 5.87 -7.15 -1.85
H -0.79 6.19 2.85
O 5.99 -3.35 -0.58
H -2.21 -2.84 4.48
C -1.55 3.85 3.62
H -0.81 -1.35 -1.89
H 4.22 -3.77 -4.53
H -2.07 -2.91 -4.13
C 0.67 -8.71 -2.16
H -0.51 -0.90 0.70
H 7.34 -6.18 -2.12
H -1.80 -7.03 -5.15
H -3.27 -2.24 0.62
C -4.84 5.30 -0.48
H 7.18 -3.04 -4.37
H 1.18 -6.11 -3.19
O 5.99 0.46 2.28
H -6.08 5.37 1.00
C 6.13 -2.80 -4.24
H 3.07 6.34 2.72
N 0.31 1.10 0.49
H -6.59 4.87 -1.61
H -8.65 -0.89 -3.08
N -1.35 -6.61 -1.80
H 0.40 -4.00 3.99
H -2.87 -7.35 -3.71
H 5.15 -0.96 3.57
H 6.81 -3.55 -0.13
C 1.23 6.53 3.72
H 5.04 0.78 4.08
H -7.76 7.29 -2.89
H 1.58 -8.14 -2.35
C -0.99 3.02 -0.16
H 1.76 6.48 4.67
C 4.03 -5.11 -2.01
H 1.80 2.18 -4.66
H 0.09 1.15 -3.44
H 12.27 4.37 -0.94
H -4.12 4.64 -0.96
C 7.11 2.14 0.98
C 5.84 -2.47 -2.76
H 8.29 3.41 -0.08
H 1.64 -0.81 -1.86
H -10.56 3.09 -2.47
H 0.92 4.71 6.02
H -2.06 -3.34 0.13
C -8.98 1.28 -3.43
C -0.15 -1.45 -2.76
N -7.64 1.74 -1.37
H 12.57 4.96 0.70
H 4.25 -1.56 -1.63
C 5.73 -5.17 -3.96
H 5.31 2.45 2.04
C -0.42 -3.32 3.77
H -10.91 0.49 -1.50
H -0.59 -0.78 5.45
H -0.80 -7.03 1.64
H 1.79 6.22 1.68
H -2.08 -7.79 0.78
H 4.45 -0.84 -3.23
H -8.19 -0.30 -4.62
H 11.36 5.71 -0.40
C 8.91 3.50 1.88
H -0.60 6.34 4.60
H -4.15 3.10 3.40
O 0.87 2.38 3.06
C -1.40 -6.94 0.73
C 0.67 -5.97 -0.35
H 0.48 -6.15 -4.79
H 3.46 -4.19 -2.15
H 5.38 -4.05 -5.75
H -1.97 -6.02 0.84
O -1.94 -2.80 2.13
H -0.07 3.30 -0.68
H -0.66 -9.26 -0.63
C -1.01 -1.30 6.31
C 0.24 -0.24 1.13
C 2.48 2.00 -3.83
H -3.41 0.98 6.97
H -3.69 4.96 1.79
H 6.46 2.09 0.11
C -4.96 3.46 2.77
N 7.91 3.40 0.86
H 2.36 1.50 -1.65
H 4.34 4.29 3.58
H -5.60 2.62 2.52
C -6.59 0.69 -1.63
H 8.32 3.78 2.75
H 0.35 -4.95 -0.16
H -1.59 -3.16 7.08
C 2.09 5.87 2.67
H -5.52 5.98 -2.47
C 4.49 2.81 -2.86
H -0.06 -8.55 -4.23
H -1.72 2.80 3.87
H 3.91 -5.37 -0.95
H 0.90 -8.55 -0.07
H -0.25 -3.90 1.62
O -1.98 -5.39 -1.61
O -2.35 -0.75 6.50
H -9.90 1.02 -0.08
H 1.33 2.78 -2.01
H -1.69 1.29 6.43
C -0.52 -6.98 -0.53
H 2.54 -3.99 0.17
H -0.05 -2.29 3.68
C 2.54 -3.08 0.78
C -4.41 4.20 1.51
C -2.69 -3.08 0.99
H 1.52 -1.39 2.24
C 2.77 3.79 1.34
C -2.20 -1.86 -3.88
H -0.26 -0.05 2.08
C 3.35 3.94 3.85
H -1.54 0.93 -0.17
H 0.56 3.03 5.68
N -5.44 4.67 0.66
H -7.06 3.23 4.45
H -2.42 -5.74 -4.05
H 3.58 -5.97 -2.50
H 6.66 2.24 3.13
*
```

For the HOMO energy, the calculation gives -7.857 eV. The calculation puts the LUMO energy at 0.53 eV. The calculation puts the HOMO-LUMO gap at 8.39 eV. As for the energy above the lowest of the compared OMol25 structures with the same formula, charge and spin: 78.2 kcal per mole.

Entry 4:
Below is a 2-piece molecular cluster, C3H6O2S overall at a distorted geometry, with properties calculated with ωB97M-V/def2-TZVPD.

Structure (ORCA input):
```
! RIJCOSX wB97M-V def2-TZVPD def2/J DEFGRID3
* xyz 0 1
C -0.82 1.06 0.99
O -1.22 1.30 -0.22
H 0.51 -1.77 -1.64
C 0.49 -1.02 -0.86
H -0.05 -0.20 -1.27
S -2.04 0.38 2.08
C 0.88 -0.97 0.42
H -2.15 1.06 -0.41
H 0.42 2.44 0.86
O -0.02 2.10 1.61
H 1.23 -1.54 1.20
H -1.84 0.91 3.31
*
```

For the HOMO energy (alpha / beta), the calculation gives -8.099 / -7.256 eV. The calculation puts the LUMO energy (alpha / beta) at 0.26 / 0.43 eV. The calculation puts the HOMO-LUMO gap (alpha / beta) at 8.36 / 7.68 eV. As for the energy above the lowest of the compared OMol25 structures with the same formula, charge and spin: 137.0 kcal per mole.

Entry 5:
Below is C18H35B2F11NO18S3Zr2 as an isolated structure at a distorted geometry, with properties calculated with ωB97M-V/def2-TZVPD.

Structure (ORCA input):
```
! RIJCOSX wB97M-V def2-TZVPD def2/J DEFGRID3
* xyz 1 1
O 18.77 24.53 -4.57
O 17.00 25.26 -9.12
H 22.07 25.55 -14.12
F 21.00 24.20 -8.13
H 20.60 24.56 -3.62
H 15.16 27.97 -10.12
F 14.23 28.16 -5.76
O 19.92 28.16 -11.43
H 19.44 26.27 -2.43
F 13.62 28.98 -7.67
H 20.17 27.31 -3.59
F 18.45 23.78 -12.83
H 14.71 29.79 -10.01
H 20.37 26.46 -14.63
C 19.47 29.90 -9.64
H 17.72 30.63 -5.13
F 19.13 26.17 -9.29
O 18.15 30.24 -9.98
O 17.24 28.19 -12.45
Zr 19.18 26.88 -12.92
H 11.74 24.19 -9.67
C 13.06 23.03 -10.85
H 25.73 25.15 -11.56
C 23.78 26.04 -11.12
H 25.64 26.89 -11.75
H 13.38 24.84 -9.66
O 21.31 24.99 -10.92
F 13.29 26.52 -14.27
H 13.27 22.33 -10.05
N 18.21 25.67 -11.47
C 19.99 25.21 -4.24
F 12.66 28.02 -12.87
B 14.35 28.76 -10.48
H 18.72 28.27 -6.78
C 15.91 29.05 -7.20
O 16.54 23.72 -11.57
O 17.98 26.03 -6.36
C 12.62 24.36 -10.28
O 17.84 26.30 -14.42
O 17.34 27.50 -9.87
F 22.96 23.30 -8.38
H 12.23 22.65 -11.43
C 17.71 30.07 -6.06
C 16.35 28.00 -13.59
H 25.66 26.18 -10.13
C 12.56 26.71 -13.16
B 21.04 26.02 -13.76
F 14.67 27.08 -7.60
H 20.69 30.03 -11.36
S 17.74 26.13 -9.90
S 17.89 24.08 -11.36
C 22.15 24.66 -10.15
H 13.21 28.50 -10.27
H 19.40 29.23 -8.77
H 17.83 30.74 -6.90
H 19.96 30.81 -9.28
H 21.20 26.87 -12.98
H 21.22 28.89 -10.11
H 18.86 28.56 -5.06
C 21.86 23.66 -9.02
H 15.91 25.94 -13.96
C 20.34 29.25 -10.68
O 18.20 26.75 -4.03
O 23.36 25.14 -10.06
H 16.53 28.82 -14.31
H 13.99 23.13 -11.40
O 16.29 29.35 -8.30
O 16.43 25.15 -4.72
Zr 16.51 29.41 -10.82
O 18.75 23.34 -10.54
C 19.50 26.46 -3.50
O 12.24 25.24 -11.36
H 14.56 28.84 -11.66
H 20.57 25.51 -5.12
H 15.33 28.15 -13.22
F 11.30 26.44 -13.39
C 13.17 25.87 -12.01
H 19.78 29.57 -6.14
C 25.29 26.05 -11.15
C 18.83 29.05 -6.03
O 14.34 25.93 -11.77
H 20.36 25.25 -13.17
H 23.41 25.65 -12.07
H 16.08 26.91 -15.39
O 16.42 29.41 -6.09
C 14.57 28.29 -7.03
H 23.39 27.04 -10.94
C 16.52 26.74 -14.40
S 17.72 25.60 -5.04
F 21.29 22.57 -9.53
*
```

For the HOMO energy, the calculation gives -12.387 eV. The calculation puts the LUMO energy at -4.75 eV. The calculation puts the HOMO-LUMO gap at 7.64 eV.

Entry 6:
Below is the molecule C2H6O2 at a distorted geometry, with properties calculated with ωB97M-V/def2-TZVPD.

Structure (ORCA input):
```
! RIJCOSX wB97M-V def2-TZVPD def2/J DEFGRID3
* xyz 0 1
O 0.69 1.76 -1.08
H 0.07 1.16 0.90
H -1.43 -1.74 0.03
H -0.17 2.16 -1.27
H 1.50 0.26 0.14
H 0.35 -1.93 0.20
H -0.62 -0.99 1.40
O -0.37 -0.10 -0.68
C -0.51 -1.27 0.35
C 0.50 0.68 0.01
*
```

For the HOMO energy, the calculation gives -10.393 eV. The calculation puts the LUMO energy at 0.95 eV. The calculation puts the HOMO-LUMO gap at 11.34 eV. As for the energy above the lowest of the compared OMol25 structures with the same formula, charge and spin: 42.1 kcal per mole.